Entry 1:
{"formula": "C4H9NO", "method": "wB97M-V/def2-TZVPD", "e_above_lowest_kj_mol": 382.22, "smiles": "C=NC(=C)C.O", "symbols": ["O", "N", "C", "C", "C", "C", "H", "H", "H", "H", "H", "H", "H", "H", "H"], "coordinates": [[0.70, 0.78, 3.58], [-1.03, 0.66, -1.12], [0.43, -1.21, -1.48], [1.04, 0.60, 0.07], [0.18, 0.04, -0.99], [-2.10, -0.04, -1.15], [0.61, 1.41, 0.47], [-2.41, -0.92, -1.75], [1.17, -0.19, 0.87], [2.01, 0.81, -0.48], [-2.90, 0.50, -0.64], [1.14, -1.95, -1.18], [1.37, 0.76, 2.90], [-0.09, 0.38, 3.24], [-0.12, -1.63, -2.36]]}

=====

Entry 2:
{"formula": "C13H25FeN3O4", "method": "wB97M-V/def2-TZVPD", "total_charge": 2, "e_above_lowest_kj_mol": 0.00, "symbols": ["Fe", "O", "O", "O", "O", "N", "N", "N", "C", "C", "C", "C", "C", "C", "C", "C", "C", "C", "C", "C", "C", "H", "H", "H", "H", "H", "H", "H", "H", "H", "H", "H", "H", "H", "H", "H", "H", "H", "H", "H", "H", "H", "H", "H", "H", "H"], "coordinates": [[-0.02, 0.22, -0.56], [0.14, -1.48, 0.39], [1.91, 0.36, 0.10], [-0.37, 1.01, 1.21], [-2.01, -0.20, -0.34], [-0.15, 1.97, -1.46], [0.30, -0.65, -2.30], [0.72, -1.66, -4.50], [-0.22, 2.99, -1.97], [0.86, -3.12, -4.65], [-2.58, 0.97, 0.28], [-0.30, 4.28, -2.64], [-1.72, 1.44, 1.46], [0.73, 1.80, 1.65], [2.43, -0.98, 0.02], [-1.00, -2.33, 0.20], [1.46, -2.00, 0.62], [-2.20, -1.42, 0.42], [1.95, 0.93, 1.44], [0.50, -1.13, -3.33], [0.78, -0.83, -5.71], [2.87, 1.51, 1.55], [-1.78, 2.53, 1.54], [0.06, -3.50, -5.28], [1.74, -0.98, -6.20], [-0.91, 4.96, -2.05], [-2.59, 1.71, -0.51], [-1.00, -3.13, 0.94], [-3.60, 0.77, 0.58], [0.80, -3.59, -3.67], [1.83, -3.34, -5.10], [1.59, -2.13, 1.70], [0.78, 2.72, 1.06], [0.67, 0.21, -5.44], [-2.04, 1.01, 2.41], [0.63, 2.05, 2.70], [1.95, 0.12, 2.18], [-0.98, -2.75, -0.80], [1.59, -2.96, 0.14], [0.70, 4.70, -2.74], [-3.12, -1.90, 0.09], [-0.74, 4.15, -3.62], [-0.03, -1.12, -6.38], [-2.28, -1.17, 1.48], [3.41, -1.04, 0.51], [2.56, -1.16, -1.04]]}

=====

Entry 3:
{"formula": "C9H14", "method": "wB97M-V/def2-TZVPD", "e_above_lowest_kj_mol": 145.46, "smiles": "Cc1ccccc1.CC", "symbols": ["C", "C", "C", "C", "C", "C", "C", "C", "C", "H", "H", "H", "H", "H", "H", "H", "H", "H", "H", "H", "H", "H", "H"], "coordinates": [[-1.38, 0.20, -2.97], [-1.06, -0.22, 2.66], [-0.70, -0.02, 1.32], [0.62, 0.30, 1.00], [1.31, 0.20, 3.25], [-0.02, -0.04, 3.56], [-0.23, -0.92, -3.09], [1.66, 0.32, 1.92], [0.98, 0.32, -0.49], [-0.40, -1.32, -2.11], [-2.03, 0.14, -3.83], [-1.02, 1.20, -2.78], [2.63, 0.65, 1.53], [-1.30, -0.11, 0.42], [-0.25, -0.18, 4.61], [0.29, 0.99, -1.03], [-2.08, -0.36, 2.98], [1.84, 1.01, -0.65], [1.93, 0.42, 4.11], [-2.03, 0.00, -2.10], [-0.52, -1.43, -4.01], [0.71, -0.48, -3.39], [1.06, -0.67, -0.92]]}

=====

Entry 4:
{"formula": "C3H5N3O", "method": "wB97M-V/def2-TZVPD", "e_above_lowest_kj_mol": 272.45, "smiles": "CNc1ncon1", "symbols": ["O", "N", "N", "N", "C", "C", "C", "H", "H", "H", "H", "H"], "coordinates": [[1.59, 1.11, -0.02], [0.40, 0.90, 0.70], [0.61, -0.56, -0.91], [-1.10, -0.96, 0.70], [1.60, 0.29, -0.96], [-2.38, -0.53, 0.24], [-0.08, -0.19, 0.14], [2.40, 0.20, -1.71], [-2.38, -0.52, -0.85], [-2.58, 0.51, 0.40], [-1.01, -0.90, 1.76], [-3.28, -1.20, 0.47]]}

=====

Entry 5:
{"formula": "C10H21PSi", "method": "wB97M-V/def2-TZVPD", "total_energy_ha": -1024.15186, "multiplicity": 3, "s_squared": 2.02, "symbols": ["P", "Si", "C", "C", "C", "C", "C", "C", "C", "C", "C", "C", "H", "H", "H", "H", "H", "H", "H", "H", "H", "H", "H", "H", "H", "H", "H", "H", "H", "H", "H", "H", "H"], "coordinates": [[1.29, -0.66, -0.53], [-1.88, 0.24, -0.31], [0.67, -2.94, 1.03], [-2.51, 0.36, 1.41], [0.97, -1.46, 1.19], [0.82, 2.58, 2.31], [0.03, 0.58, -0.60], [3.02, 1.27, -1.72], [-2.23, -1.60, -0.89], [0.77, 1.77, 1.42], [2.80, 0.35, -0.49], [-2.45, 1.63, -1.55], [1.26, -3.60, 0.35], [-2.72, -1.60, -1.87], [-2.09, 2.56, -1.11], [-3.60, 0.33, 1.23], [-2.11, 1.29, -2.59], [-2.09, -0.50, 2.00], [3.61, -0.32, -0.67], [2.91, 0.86, 0.39], [1.43, 2.92, 3.09], [-3.51, 1.74, -1.82], [0.33, -0.82, 1.76], [-1.21, -2.03, -0.91], [3.84, 1.79, -1.35], [3.26, 0.57, -2.60], [0.22, 1.36, -1.36], [-0.39, -2.99, 0.51], [2.31, 2.09, -1.90], [-2.41, 1.34, 2.04], [1.89, -1.44, 1.73], [-2.70, -2.26, -0.20], [0.41, -3.41, 2.00]]}

=====

Entry 6:
{"formula": "C25H53N2O11P2", "method": "wB97M-V/def2-TZVPD", "total_energy_ha": -2603.90535, "total_charge": 1, "symbols": ["P", "P", "O", "O", "O", "O", "O", "O", "O", "O", "O", "O", "O", "N", "N", "C", "C", "C", "C", "C", "C", "C", "C", "C", "C", "C", "C", "C", "C", "C", "C", "C", "C", "C", "C", "C", "C", "C", "C", "C", "H", "H", "H", "H", "H", "H", "H", "H", "H", "H", "H", "H", "H", "H", "H", "H", "H", "H", "H", "H", "H", "H", "H", "H", "H", "H", "H", "H", "H", "H", "H", "H", "H", "H", "H", "H", "H", "H", "H", "H", "H", "H", "H", "H", "H", "H", "H", "H", "H", "H", "H", "H", "H"], "coordinates": [[5.97, -0.09, -0.30], [-4.41, -5.64, 0.99], [7.48, 0.54, -0.55], [-4.63, -4.06, 0.43], [5.18, 0.49, -1.64], [5.46, 0.99, 0.64], [-4.42, -7.11, 1.36], [6.38, -1.47, -1.18], [0.22, 2.21, -1.37], [-4.77, -5.10, 2.52], [0.43, 4.17, -0.19], [-4.30, 3.89, 0.38], [-2.77, -5.43, 0.98], [-3.16, 1.77, 0.07], [-1.57, 0.18, 0.13], [-2.85, -2.59, 1.33], [-4.33, -2.89, 1.17], [-0.50, 1.01, 2.48], [-5.68, -5.84, 3.33], [-4.72, 6.97, -0.73], [-2.29, -5.37, -1.41], [6.62, -1.50, -2.58], [-2.63, 0.71, -0.58], [-2.49, 2.04, 1.30], [-0.17, 3.02, -2.50], [8.42, 0.50, 0.53], [1.26, 2.15, 0.94], [-3.38, 4.86, -0.16], [-3.74, 6.32, 0.34], [3.88, 1.05, -1.49], [7.95, -0.89, -3.01], [-0.68, 2.19, -3.73], [0.60, 2.98, -0.28], [-2.03, -6.04, -0.08], [3.96, 2.57, -1.55], [-1.49, 1.00, 1.26], [0.42, 2.30, 2.28], [-4.28, 2.68, -0.33], [8.87, -0.91, 0.83], [-4.92, -6.63, 4.38], [7.99, 0.97, 1.41], [-0.22, 3.23, 2.16], [0.13, 0.07, 2.53], [4.20, 2.88, -2.57], [-4.84, -2.88, 2.14], [-0.97, -5.93, 0.18], [5.80, -1.07, -3.15], [7.92, 0.20, -2.97], [-4.09, -7.19, 3.95], [-2.25, -7.11, -0.13], [3.41, 0.72, -0.56], [3.26, 0.68, -2.30], [-4.29, 2.89, -1.43], [-2.36, 4.64, 0.29], [0.73, 3.61, -2.83], [-2.96, 0.32, -1.57], [-1.30, 1.29, -3.44], [-2.11, -4.29, -1.36], [-2.71, -1.57, 1.70], [-6.31, -6.50, 2.72], [2.30, 2.54, 1.09], [8.17, -1.17, -4.04], [-4.84, 8.07, -0.57], [-3.34, -5.50, -1.71], [-5.24, 2.14, -0.08], [-1.66, -5.79, -2.19], [9.27, -1.40, -0.06], [-4.17, 6.32, 1.38], [-0.94, -0.60, -0.08], [1.23, 1.06, 0.68], [1.08, 2.49, 3.16], [-1.34, 2.83, -4.37], [-2.32, -2.70, 0.38], [0.15, 1.83, -4.40], [-3.24, 4.80, -1.28], [-2.68, 2.85, 2.03], [8.03, -1.53, 1.18], [-0.99, 3.75, -2.23], [9.27, 1.10, 0.22], [6.65, -2.56, -2.85], [-4.49, -5.95, 5.12], [-4.30, 6.77, -1.75], [4.73, 2.97, -0.91], [-5.73, 6.48, -0.68], [8.76, -1.24, -2.38], [3.00, 3.01, -1.27], [-2.80, 6.93, 0.37], [9.64, -0.91, 1.60], [-2.39, -3.26, 2.06], [-6.35, -5.13, 3.82], [-5.58, -7.33, 4.90], [-1.05, 1.16, 3.44], [-4.78, -2.06, 0.60]]}

=====

Entry 7:
{"formula": "C24H23Cl3FeN3O2S2", "method": "wB97M-V/def2-TZVPD", "multiplicity": 6, "e_above_lowest_kj_mol": 66.73, "s_squared": 8.80, "symbols": ["Fe", "Cl", "Cl", "Cl", "S", "S", "O", "O", "N", "N", "N", "C", "C", "C", "C", "C", "C", "C", "C", "C", "C", "C", "C", "C", "C", "C", "C", "C", "C", "C", "C", "C", "C", "C", "C", "H", "H", "H", "H", "H", "H", "H", "H", "H", "H", "H", "H", "H", "H", "H", "H", "H", "H", "H", "H", "H", "H", "H"], "coordinates": [[-0.37, 0.57, 0.23], [-5.30, 0.69, -2.17], [-1.43, -1.71, 0.78], [6.93, 0.89, 1.79], [-2.32, 0.71, -1.14], [0.75, -1.45, 3.81], [1.02, 2.24, 0.04], [1.42, -0.46, 0.42], [0.01, -3.81, 4.72], [0.47, -2.23, 6.32], [-1.02, 1.48, 2.06], [-0.60, 3.61, -4.18], [4.84, -0.81, 1.43], [2.61, -0.13, 0.73], [-5.22, -2.63, 0.01], [-0.29, 4.17, -6.50], [-3.92, -2.65, 0.49], [-0.26, -4.86, 5.68], [-3.05, -1.64, 0.15], [-0.97, 2.45, 2.67], [3.07, 1.23, 0.72], [-0.92, 3.67, 3.45], [0.26, 2.48, -4.31], [0.55, 3.07, -6.66], [3.55, -1.12, 1.12], [0.55, 1.66, -3.23], [0.82, 2.24, -5.60], [-5.63, -1.59, -0.81], [2.20, 2.31, 0.41], [5.28, 0.53, 1.39], [4.41, 1.53, 1.06], [-4.74, -0.58, -1.14], [-0.86, 4.43, -5.25], [0.39, -2.55, 5.01], [-3.41, -0.56, -0.67], [0.98, 2.86, -7.63], [0.11, -2.83, 7.04], [4.74, 2.56, 1.04], [0.14, 1.86, -2.25], [2.64, 3.31, 0.52], [1.46, 1.38, -5.72], [-1.51, 5.29, -5.13], [0.66, -1.27, 6.54], [-5.91, -3.42, 0.27], [1.18, 0.79, -3.34], [-1.05, 3.80, -3.22], [-1.53, 4.43, 2.98], [-0.49, 4.82, -7.34], [0.11, 4.01, 3.50], [-1.29, 3.47, 4.45], [0.63, -5.11, 6.27], [-0.58, -5.74, 5.15], [-3.58, -3.46, 1.12], [0.04, -4.04, 3.74], [3.20, -2.14, 1.16], [-1.06, -4.57, 6.36], [5.55, -1.58, 1.71], [-6.64, -1.56, -1.20]]}

=====

Entry 8:
{"formula": "C6H9N", "method": "wB97M-V/def2-TZVPD", "e_above_lowest_kj_mol": 313.71, "symbols": ["N", "C", "C", "C", "C", "C", "C", "H", "H", "H", "H", "H", "H", "H", "H", "H"], "coordinates": [[-0.43, -0.75, 0.72], [-1.23, 0.29, 0.09], [-0.98, -0.23, -1.28], [0.26, -0.89, -0.59], [-0.34, 1.08, -0.89], [0.35, -0.38, 1.89], [1.04, 0.43, -0.85], [-2.13, 0.70, 0.53], [1.78, 0.76, -0.12], [0.67, 0.68, 1.89], [1.24, -1.01, 1.95], [1.48, 0.41, -1.85], [-1.63, -0.52, -2.10], [-0.62, 2.07, -1.25], [0.70, -1.86, -0.80], [-0.26, -0.54, 2.79]]}

=====

Entry 9:
{"formula": "CH13NO4", "method": "wB97M-V/def2-TZVPD", "e_above_lowest_kj_mol": 89.58, "smiles": "CN.O.O.O.O", "symbols": ["O", "O", "O", "O", "N", "C", "H", "H", "H", "H", "H", "H", "H", "H", "H", "H", "H", "H", "H"], "coordinates": [[-0.52, -0.93, 1.20], [0.48, -1.05, -1.29], [-2.60, -3.18, -0.74], [1.87, 0.42, -3.20], [-0.26, 1.51, 0.73], [0.66, 2.03, 1.79], [0.23, -1.11, 1.78], [2.39, -0.40, -3.32], [-2.11, -3.10, 0.10], [0.31, 1.67, 2.76], [0.31, 1.52, -0.10], [-0.44, 0.16, 1.16], [1.39, 0.31, -2.37], [-0.17, -1.74, -1.46], [-1.04, 2.14, 0.61], [0.61, 3.10, 1.89], [0.25, -0.77, -0.38], [-3.01, -2.30, -0.75], [1.66, 1.72, 1.60]]}

=====

Entry 10:
{"formula": "C4H3N2", "method": "wB97M-V/def2-TZVPD", "total_charge": 1, "e_above_lowest_kj_mol": 299.45, "symbols": ["N", "N", "C", "C", "C", "C", "H", "H", "H"], "coordinates": [[-1.78, -1.20, -1.31], [-0.98, 1.22, -0.44], [1.10, 0.82, 0.95], [-1.36, 0.01, -0.79], [0.04, 0.91, 0.30], [-0.70, -1.23, -0.53], [1.36, -0.05, 1.62], [0.29, -1.70, -0.36], [2.03, 1.22, 0.56]]}

=====

Entry 11:
{"formula": "C2H5INO", "method": "wB97M-V/def2-TZVPD", "total_charge": -1, "e_above_lowest_kj_mol": 1017.08, "symbols": ["I", "O", "N", "C", "C", "H", "H", "H", "H", "H"], "coordinates": [[1.88, -3.40, -6.11], [2.06, 2.13, 0.69], [1.00, 1.49, 0.47], [-0.20, 1.83, 0.67], [-1.29, -1.27, 0.92], [1.09, 0.41, 0.37], [-0.90, -2.22, 1.29], [-0.42, 2.86, 0.43], [-0.93, -0.89, 0.08], [-2.28, -0.95, 1.20]]}

=====

Entry 12:
{"formula": "C16H18N2O2", "method": "wB97M-V/def2-TZVPD", "e_above_lowest_kj_mol": 283.52, "smiles": "N#CC1=Cc2cccc(OC[C@@H]3CCCNC3)c2OC1", "symbols": ["O", "O", "N", "N", "C", "C", "C", "C", "C", "C", "C", "C", "C", "C", "C", "C", "C", "C", "C", "C", "H", "H", "H", "H", "H", "H", "H", "H", "H", "H", "H", "H", "H", "H", "H", "H", "H", "H"], "coordinates": [[-1.71, 1.17, 0.22], [-1.51, -1.54, 0.40], [-1.79, 5.82, -1.39], [1.76, 0.44, 2.54], [3.05, -0.31, 2.60], [-1.85, -1.21, -3.23], [0.60, -0.38, 2.14], [-1.70, 3.23, -1.22], [0.90, -1.21, 0.85], [3.33, -1.02, 1.30], [-0.26, -2.21, 0.64], [-2.02, 0.19, -3.32], [-1.63, -1.01, -0.84], [-1.52, 2.58, 0.10], [-1.71, -1.81, -1.98], [-1.85, 2.45, -2.32], [-1.70, 0.41, -0.93], [-1.86, 1.00, -2.18], [-1.74, 4.66, -1.23], [2.20, -2.01, 0.98], [2.36, -2.52, 0.01], [0.97, -0.54, -0.01], [0.28, -1.08, 2.95], [-0.04, -2.85, -0.23], [-0.18, 0.35, 2.01], [2.08, -2.77, 1.75], [-1.60, -2.89, -1.92], [-0.49, 2.78, 0.37], [3.41, -0.32, 0.49], [1.62, 0.95, 3.40], [-0.43, -2.86, 1.51], [4.31, -1.53, 1.30], [-1.86, -1.80, -4.15], [3.02, -1.05, 3.42], [-2.13, 0.53, -4.34], [-2.16, 3.07, 0.81], [-1.96, 2.90, -3.32], [3.84, 0.40, 2.80]]}

=====

What is the formula in the ninth record? CH13NO4